{
  "formula": "C3H9O2PS",
  "method": "wB97M-V/def2-TZVPD",
  "symbols": ["C", "O", "C", "S", "P", "C", "O", "H", "H", "H", "H", "H", "H", "H", "H", "H"],
  "positions_angstrom": [[-2.19896, -1.82526, -0.52082], [-1.92344, -0.69972, -1.32705], [-0.66380, -0.65253, -1.81460], [0.66329, 0.11354, -0.56699], [1.59599, 2.24376, -0.05539], [1.23631, 1.96329, 1.74806], [3.12037, 1.73560, -0.10813], [-3.21113, -1.70033, -0.14608], [-1.48929, -1.89338, 0.30924], [-2.13978, -2.74350, -1.11935], [-0.19126, -1.61800, -2.00409], [-0.63333, 0.00422, -2.68417], [1.93677, 2.54963, 2.34635], [0.22342, 2.27896, 1.97660], [1.33929, 0.90603, 1.98814], [3.29729, 0.89770, 0.33688]],
  "atomic_forces_ev_per_a": [[0.089, -0.240, 0.128], [-0.429, 0.025, -0.025], [1.402, 1.822, 0.059], [0.130, -0.176, 0.363], [-1.487, -1.185, -0.061], [0.159, 0.076, -0.504], [0.513, -0.003, -0.189], [0.031, -0.048, 0.057], [-0.103, 0.039, 0.020], [-0.025, 0.066, 0.077], [-0.083, -0.015, 0.051], [-0.068, -0.261, 0.021], [0.027, 0.059, -0.082], [-0.156, 0.006, -0.019], [0.012, -0.063, 0.058], [-0.014, -0.102, 0.046]],
  "lowdin_charge": [-0.1036, -0.2279, -0.5181, 0.4751, 0.6496, -0.3762, -0.4137, 0.0906, 0.0795, 0.0918, 0.0698, 0.0750, 0.0326, 0.0275, 0.0045, 0.0436],
  "e_tot_ev": -27475.093,
  "e_above_lowest_kcal_mol": 42.34,
  "smiles": "COCSP(C)O",
  "gap_ha": 0.3354
}